[1]
Below is a cluster of 11 separate species, C33H66O11 in total, with properties calculated with ωB97M-V/def2-TZVPD.

Positions of all 110 atoms, in Å:
C 3.49273 -19.50361 -19.94784
C 2.28594 -19.62428 -18.95500
O 2.41901 -19.28583 -17.82725
C 0.91936 -20.17071 -19.41813
H 3.79998 -20.52686 -20.16382
H 4.28176 -18.84954 -19.57672
H 3.32453 -19.03569 -20.91782
H 0.42550 -19.48070 -20.10231
H 0.22496 -20.32177 -18.59164
H 1.09019 -21.04564 -20.04536
C -9.06131 -15.84576 -22.77222
C -7.80246 -16.21274 -23.59699
O -7.95095 -16.55340 -24.75934
C -6.42441 -16.01476 -22.97092
H -9.55775 -14.92606 -23.08173
H -8.86708 -15.83061 -21.69978
H -9.78508 -16.64032 -22.95370
H -5.73449 -15.46283 -23.60927
H -6.03497 -16.97932 -22.64527
H -6.41740 -15.38867 -22.07869
C -2.98244 -22.11592 -26.37502
C -3.99967 -22.01928 -25.25678
O -5.14057 -21.61254 -25.52892
C -3.54741 -22.53415 -23.89272
H -3.16781 -21.44600 -27.21463
H -3.08252 -23.12169 -26.78308
H -1.96853 -21.98250 -25.99783
H -3.80052 -23.56903 -23.66241
H -4.00721 -21.94543 -23.09894
H -2.48542 -22.43287 -23.66907
C -7.16179 -20.61783 -22.74396
C -8.34285 -21.48066 -23.07298
O -8.17595 -22.69825 -23.14359
C -9.67403 -20.79877 -23.53468
H -6.23817 -20.92919 -23.23188
H -6.99631 -20.62950 -21.66666
H -7.38764 -19.61523 -23.10711
H -9.50052 -20.18847 -24.42098
H -10.09282 -20.16243 -22.75508
H -10.41825 -21.56522 -23.75100
C -2.80206 -18.23874 -19.98617
C -3.62938 -19.08166 -20.96522
O -4.36066 -18.57862 -21.76151
C -3.50009 -20.59077 -20.78735
H -1.73964 -18.47878 -19.94432
H -3.40269 -18.05688 -19.09495
H -2.88307 -17.26491 -20.46908
H -4.44081 -21.08288 -21.03427
H -3.16441 -20.70976 -19.75717
H -2.61500 -21.01166 -21.26440
C -8.75146 -23.83098 -18.91932
C -7.45319 -23.06612 -19.26029
O -7.02283 -22.03806 -18.68701
C -6.71196 -23.51252 -20.46161
H -9.44592 -23.74139 -19.75467
H -9.31778 -23.43593 -18.07593
H -8.45882 -24.85676 -18.69521
H -5.79909 -22.95901 -20.68160
H -7.41690 -23.48777 -21.29261
H -6.44087 -24.55997 -20.32942
C 0.38871 -15.53000 -22.55457
C 0.14135 -16.71435 -21.53980
O -0.46185 -17.73985 -21.83427
C 0.64027 -16.41010 -20.14435
H -0.42190 -14.80210 -22.52035
H 0.45595 -15.99607 -23.53761
H 1.31383 -15.08166 -22.19230
H -0.05343 -16.86815 -19.43932
H 0.59163 -15.36742 -19.83043
H 1.66396 -16.72570 -19.94292
C 0.04503 -19.73561 -15.57640
C -1.24686 -19.16486 -16.08663
O -1.80109 -19.59079 -17.11070
C -1.88097 -18.11727 -15.23556
H 0.84962 -19.00785 -15.68179
H 0.34631 -20.69831 -15.98935
H 0.07054 -19.84639 -14.49234
H -1.56036 -18.40219 -14.23349
H -2.95695 -18.17610 -15.39959
H -1.59003 -17.09677 -15.48459
C -2.74162 -13.98256 -21.28310
C -1.71639 -13.68321 -20.25588
O -0.76443 -12.99088 -20.63211
C -1.76885 -14.39711 -18.94641
H -2.22302 -14.15692 -22.22583
H -3.38230 -13.10471 -21.36679
H -3.27333 -14.91884 -21.11351
H -1.66772 -15.46139 -19.15893
H -2.65689 -14.08590 -18.39628
H -0.94458 -14.15903 -18.27411
C -5.02557 -17.63521 -26.43933
C -3.68263 -17.26284 -25.79539
O -3.23753 -16.20121 -26.08991
C -2.92182 -18.31061 -24.99216
H -4.99361 -18.45607 -27.15576
H -5.64843 -16.78192 -26.70772
H -5.51266 -18.04326 -25.55370
H -3.27835 -19.29631 -25.29111
H -3.23124 -18.13128 -23.96250
H -1.83601 -18.22777 -24.94465
C -3.17447 -23.30612 -17.92948
C -1.72195 -23.15675 -17.59905
O -0.93985 -22.74689 -18.48406
C -1.25625 -23.52030 -16.14136
H -3.40538 -24.33143 -18.21845
H -3.42507 -22.84198 -18.88336
H -3.79221 -22.91400 -17.12156
H -2.12484 -23.48942 -15.48357
H -0.66287 -22.67030 -15.80444
H -0.88044 -24.54330 -16.12295

As for the total charge: -1. The value obtained for the LUMO energy (alpha / beta) is 2.32 / 2.27 eV. Its max |F| is 3.6 eV/Å. As for the expectation value of S²: 0.750. As for the HOMO-LUMO gap (alpha / beta): 1.586 / 9.424 eV. Its multiplicity is 2.

***

[2]
Below is a cluster of 8 separate species, C33H68NO25P3 in total, with properties calculated with ωB97M-V/def2-TZVPD.

Positions of all 130 atoms, in Å:
C -3.21376 -7.65684 -0.20689
C -2.32007 -6.49385 0.13166
O -3.04232 -5.21697 0.06495
P -3.81894 -4.74450 1.40816
O -4.37457 -5.82585 2.20994
O -4.86693 -3.63278 0.89118
C -5.89155 -3.96178 -0.11106
C -7.03535 -4.72766 0.53659
O -2.73576 -3.90688 2.24208
C -1.80059 -2.92571 1.66203
C -2.23926 -1.52972 2.05745
H -2.71490 -8.59218 0.05068
H -4.12467 -7.62665 0.39567
H -3.43201 -7.68786 -1.27580
H -1.85268 -6.55857 1.12010
H -1.49645 -6.32331 -0.57727
H -6.19994 -2.97027 -0.45097
H -5.40474 -4.57561 -0.87520
H -7.82659 -4.80177 -0.21968
H -6.73897 -5.72534 0.86521
H -7.38444 -4.20897 1.43148
H -0.85022 -3.22397 2.11979
H -1.84186 -3.04701 0.57626
H -3.32672 -1.47415 1.99673
H -1.90985 -1.29436 3.07099
H -1.70413 -0.79719 1.43719
C -2.99037 2.04247 -2.46271
C -2.52137 0.64151 -2.85571
O -1.50891 0.67869 -3.92366
P -0.30793 -0.39678 -4.04320
O 0.46542 -0.38704 -2.79318
O -1.08693 -1.77209 -4.39867
C -0.66535 -2.97635 -3.71074
C -1.49920 -3.11860 -2.46133
O 0.47581 -0.07226 -5.40131
C -0.29205 0.17675 -6.64432
C 0.63789 0.13365 -7.84261
H -3.65414 1.91441 -1.61017
H -2.15611 2.67333 -2.15519
H -3.45046 2.58255 -3.29309
H -2.06593 0.14037 -1.99877
H -3.35490 0.03904 -3.21000
H -0.81606 -3.80638 -4.39682
H 0.40239 -2.94480 -3.48254
H -2.54119 -3.25683 -2.74125
H -1.15458 -3.93451 -1.82391
H -1.40869 -2.21274 -1.85580
H -1.09152 -0.56780 -6.67380
H -0.75486 1.15918 -6.53738
H 1.49208 0.80333 -7.72383
H 1.03074 -0.86799 -8.00000
H 0.10115 0.47525 -8.72887
C 6.39437 -4.11822 -2.15602
C 6.95682 -4.11646 -0.74760
O 7.13210 -2.76732 -0.18941
P 5.94910 -1.79446 0.28876
O 6.43340 -0.44804 0.58106
O 4.88182 -1.88530 -0.85646
C 3.47388 -1.53817 -0.66790
C 2.73419 -2.83567 -0.83524
O 5.19397 -2.65701 1.41659
C 5.72382 -2.64773 2.75730
C 5.06412 -3.75631 3.53594
H 5.32287 -3.92702 -2.19981
H 6.80567 -3.30502 -2.76176
H 6.63601 -5.07782 -2.61830
H 6.29856 -4.70879 -0.10509
H 7.96152 -4.54109 -0.71321
H 3.35254 -1.11875 0.33105
H 3.24743 -0.77474 -1.41754
H 1.66177 -2.71418 -0.66296
H 2.84085 -3.23592 -1.85101
H 3.17095 -3.57663 -0.16371
H 6.80878 -2.77712 2.70575
H 5.47702 -1.68021 3.20176
H 3.98203 -3.64672 3.52654
H 5.32729 -4.73346 3.12987
H 5.37204 -3.72160 4.58730
O 4.07898 3.18075 -0.75793
C 4.62405 2.76248 0.16731
O 5.64273 3.32102 0.85664
C 5.94239 2.55157 2.04008
C 4.83109 1.50493 2.08735
O 4.29927 1.57954 0.76520
H 6.91442 2.06371 1.94578
H 5.90610 3.24524 2.87878
H 4.04628 1.73791 2.79736
H 5.20727 0.49976 2.27339
O -6.44946 6.83452 2.03321
C -6.12593 5.77194 1.69812
O -5.98061 4.72214 2.54505
C -5.47427 3.58534 1.84288
C -5.47856 3.98971 0.36812
O -5.78926 5.37986 0.44084
H -4.45502 3.33723 2.16831
H -6.05780 2.70054 2.08720
H -6.23220 3.48642 -0.24584
H -4.51021 3.83652 -0.11567
O 2.89392 3.47447 3.76480
C 1.84761 3.90428 4.09868
O 0.91022 4.26992 3.19986
C -0.28146 4.72138 3.83671
C 0.05952 4.68910 5.31323
O 1.37200 4.07462 5.35859
H -0.52456 5.71288 3.47495
H -1.07802 4.03850 3.53462
H -0.57540 4.03670 5.92259
H 0.15337 5.70198 5.71022
O -2.35990 2.05945 1.42073
C -1.27500 2.04169 1.00455
O -0.82420 2.92823 0.10463
C 0.50391 2.55053 -0.33674
C 0.96991 1.64993 0.78048
O -0.29679 1.14601 1.32142
H 0.43928 2.02260 -1.29361
H 1.11845 3.44295 -0.45850
H 1.44441 2.21896 1.58018
H 1.51294 0.76817 0.43631
C -1.95156 6.04455 1.13617
N -0.80015 6.85726 1.45974
C 0.28037 7.14086 0.61367
C 0.13192 6.65674 -0.80422
O 1.22828 7.75851 0.95309
H -2.31221 5.56912 2.05074
H -1.63842 5.23638 0.47094
H -2.77681 6.63692 0.71802
H -0.74155 7.38267 2.31911
H -0.69215 7.19111 -1.28813
H -0.09884 5.59678 -0.89775
H 1.08107 6.87276 -1.27955

As for the total charge: 0. The value obtained for the LUMO energy is 0.27 eV. Its max |F| is 4.7 eV/Å. Its SMILES is CCOP(=O)(OCC)OCC.CCOP(=O)(OCC)OCC.CCOP(=O)(OCC)OCC.O=C1OCCO1.O=C1OCCO1.O=C1OCCO1.O=C1OCCO1.CNC(C)=O. The calculation puts the energy above the lowest of the compared OMol25 structures with the same formula, charge and spin at 0.00 kJ/mol. As for the HOMO-LUMO gap: 9.912 eV. Its multiplicity is 1.

***

- The highest total charge belongs to which entry?
  C33H68NO25P3